Formula: C18H75N3O18
Source: the Open Molecules 2025 dataset
Level of theory: the ωB97M-V functional and the def2-TZVPD basis

E_tot	-61205.973	eV
2S+1	1
ΔE to the lowest compared entry with this formula, charge and spin	0.769	eV

Last columns: bonded neighbours and bond lengths (Å).
Positions of all 114 atoms, in Å:
1 C 7.183 0.247 2.392  C2 1.487, H4 1.090, H5 1.090, H6 1.090
2 C 6.042 0.912 1.709  C1 1.487, O3 1.388, H7 1.090, H8 1.090
3 O 5.126 1.367 2.648  C2 1.388, H9 0.960
4 H 7.428 0.806 3.295  C1 1.090
5 H 8.109 0.142 1.826  C1 1.090
6 H 6.888 -0.721 2.796  C1 1.090
7 H 5.506 0.354 0.942  C2 1.090
8 H 6.457 1.749 1.147  C2 1.090
9 H 4.697 0.597 3.028  O3 0.960
10 C -4.563 1.044 0.969  C11 1.513, H13 1.090, H14 1.090, H15 1.090
11 C -4.144 2.496 0.914  C10 1.513, O12 1.414, H16 1.090, H17 1.090
12 O -4.017 3.016 -0.394  C11 1.414, H18 0.960
13 H -5.593 0.888 0.646  C10 1.090
14 H -4.494 0.623 1.973  C10 1.090
15 H -3.846 0.444 0.409  C10 1.090
16 H -3.150 2.700 1.313  C11 1.090
17 H -4.793 3.165 1.481  C11 1.090
18 H -3.799 3.950 -0.439  O12 0.960
19 C -6.318 1.012 -4.239  C20 1.520, H22 1.090, H23 1.090, H24 1.090
20 C -6.043 1.310 -2.774  C19 1.520, O21 1.421, H25 1.090, H26 1.090
21 O -4.662 1.140 -2.484  C20 1.421, H27 0.960
22 H -6.032 1.929 -4.754  C19 1.090
23 H -7.386 0.850 -4.385  C19 1.090
24 H -5.774 0.121 -4.549  C19 1.090
25 H -6.692 0.662 -2.185  C20 1.090
26 H -6.399 2.333 -2.647  C20 1.090
27 H -4.520 1.778 -1.781  O21 0.960
28 C -1.169 -2.354 1.945  C29 1.490, H34 1.090, H35 1.090, H36 1.090
29 C -1.044 -1.779 3.314  C28 1.490, C30 1.518, N33 1.464, H37 1.090
30 C -1.215 -0.273 3.252  C29 1.518, O31 1.455, H38 1.090, H39 1.090
31 O -1.065 0.313 4.576  C30 1.455, C32 1.412
32 C 0.288 0.575 4.880  O31 1.412, H40 1.090, H41 1.090, H42 1.090
33 N -2.048 -2.296 4.246  C29 1.464, H43 1.010, H44 1.010
34 H -0.323 -2.196 1.276  C28 1.090
35 H -2.073 -1.949 1.490  C28 1.090
36 H -1.391 -3.421 1.980  C28 1.090
37 H -0.019 -1.929 3.652  C29 1.090
38 H -2.225 -0.018 2.931  C30 1.090
39 H -0.522 0.135 2.516  C30 1.090
40 H 0.661 1.296 4.152  C32 1.090
41 H 0.893 -0.313 5.065  C32 1.090
42 H 0.193 1.050 5.856  C32 1.090
43 H -2.929 -2.306 3.752  N33 1.010
44 H -2.120 -1.721 5.073  N33 1.010
45 C 1.935 -3.142 -1.487  C46 1.547, H51 1.090, H52 1.090, H53 1.090
46 C 3.214 -3.686 -0.807  C45 1.547, C47 1.564, N50 1.427, H54 1.090
47 C 2.866 -4.754 0.281  C46 1.564, O48 1.476, H55 1.090, H56 1.090
48 O 1.957 -4.234 1.322  C47 1.476, C49 1.409
49 C 2.514 -3.266 2.182  O48 1.409, H57 1.090, H58 1.090, H59 1.090
50 N 3.987 -4.360 -1.800  C46 1.427, H60 1.010, H61 1.010
51 H 1.217 -2.878 -0.711  C45 1.090
52 H 1.440 -3.859 -2.141  C45 1.090
53 H 2.197 -2.289 -2.112  C45 1.090
54 H 3.757 -2.865 -0.338  C46 1.090
55 H 3.746 -5.167 0.774  C47 1.090
56 H 2.351 -5.606 -0.162  C47 1.090
57 H 1.738 -2.902 2.854  C49 1.090
58 H 2.884 -2.357 1.707  C49 1.090
59 H 3.304 -3.809 2.701  C49 1.090
60 H 4.832 -4.698 -1.362  N50 1.010
61 H 4.345 -3.713 -2.488  N50 1.010
62 C -1.543 -0.485 -1.292  C63 1.538, H68 1.090, H69 1.090, H70 1.090
63 C -0.901 0.630 -0.450  C62 1.538, C64 1.482, N67 1.476, H71 1.090
64 C 0.572 0.557 -0.302  C63 1.482, O65 1.425, H72 1.090, H73 1.090
65 O 1.023 1.279 0.839  C64 1.425, C66 1.424
66 C 2.439 1.338 0.984  O65 1.424, H74 1.090, H75 1.090, H76 1.090
67 N -1.222 1.882 -1.162  C63 1.476, H77 1.010, H78 1.010
68 H -0.995 -0.777 -2.188  C62 1.090
69 H -2.587 -0.412 -1.596  C62 1.090
70 H -1.565 -1.385 -0.677  C62 1.090
71 H -1.303 0.616 0.563  C63 1.090
72 H 1.160 0.834 -1.177  C64 1.090
73 H 0.891 -0.450 -0.031  C64 1.090
74 H 2.609 1.624 2.021  C66 1.090
75 H 2.910 2.067 0.325  C66 1.090
76 H 3.024 0.426 0.868  C66 1.090
77 H -0.628 2.572 -0.725  N67 1.010
78 H -2.073 2.264 -0.774  N67 1.010
79 O 2.220 5.067 0.749  H80 0.957, H81 0.957
80 H 2.261 4.437 0.030  O79 0.957
81 H 2.785 4.696 1.427  O79 0.957
82 O -1.836 1.369 -4.023  H83 0.957, H84 0.957
83 H -2.713 1.750 -4.070  O82 0.957
84 H -1.699 1.197 -3.091  O82 0.957
85 O 0.258 3.290 2.441  H86 0.957, H87 0.957
86 H 0.760 4.070 2.206  O85 0.957
87 H 0.674 2.580 1.951  O85 0.957
88 O 0.657 -1.973 -4.290  H89 0.957, H90 0.957
89 H 0.899 -1.109 -4.623  O88 0.957
90 H 1.030 -2.587 -4.923  O88 0.957
91 O -4.170 -2.077 -2.924  H92 0.957, H93 0.957
92 H -4.193 -1.120 -2.924  O91 0.957
93 H -3.331 -2.297 -3.329  O91 0.957
94 O -2.606 -4.339 -0.818  H95 0.957, H96 0.957
95 H -3.336 -3.726 -0.902  O94 0.957
96 H -1.939 -4.000 -1.416  O94 0.957
97 O 2.172 3.903 -1.876  H98 0.957, H99 0.957
98 H 2.944 3.364 -2.046  O97 0.957
99 H 1.721 3.949 -2.718  O97 0.957
100 O -0.235 5.345 -0.906  H101 0.957, H102 0.957
101 H 0.102 6.036 -0.335  O100 0.957
102 H 0.507 4.753 -1.030  O100 0.957
103 O -5.299 -2.406 -0.254  H104 0.957, H105 0.957
104 H -4.983 -2.018 -1.070  O103 0.957
105 H -6.178 -2.722 -0.463  O103 0.957
106 O 4.363 2.114 -2.089  H107 0.957, H108 0.957
107 H 4.985 1.654 -2.653  O106 0.957
108 H 4.902 2.724 -1.585  O106 0.957
109 O -1.674 -3.314 -3.275  H110 0.957, H111 0.957
110 H -1.071 -2.721 -3.723  O109 0.957
111 H -1.327 -4.188 -3.453  O109 0.957
112 O 4.481 4.095 2.053  H113 0.957, H114 0.957
113 H 5.125 4.340 1.389  O112 0.957
114 H 4.544 3.141 2.109  O112 0.957

=====

Formula: C18H7Cl2N4O2
Source: the Open Molecules 2025 dataset
Level of theory: the ωB97M-V functional and the def2-TZVPD basis

net charge	-1
E_tot	-53879.045	eV
2S+1	1

Last columns: bonded neighbours and bond lengths (Å).
Positions of all 33 atoms, in Å:
1 C 0.216 -1.873 -0.937  C2 1.535, H27 1.106, H28 1.112, H29 1.094
2 C 0.030 -0.933 0.262  C1 1.535, C3 1.493, C5 1.572, C13 1.633
3 C -0.109 -1.731 1.516  C2 1.493, N4 1.161
4 N -0.201 -2.376 2.478  C3 1.161
5 C 1.304 -0.034 0.461  C2 1.572, C6 1.400, C12 1.398
6 C 2.115 0.321 -0.623  C5 1.400, C7 1.393, H30 1.091
7 C 3.042 1.351 -0.482  C6 1.393, C8 1.398, H31 1.089
8 C 3.271 1.902 0.782  C7 1.398, C9 1.436, C11 1.401
9 C 4.232 2.947 0.999  C8 1.436, N10 1.168
10 N 5.012 3.795 1.191  C9 1.168
11 C 2.601 1.401 1.906  C8 1.401, C12 1.400, H32 1.098
12 C 1.667 0.370 1.750  C5 1.398, C11 1.400, H33 1.099
13 C -1.399 -0.148 0.172  C2 1.633, C14 1.451, C16 1.540, C24 1.506
14 C -1.325 0.655 1.379  C13 1.451, N15 1.186
15 N -1.254 1.312 2.363  C14 1.186
16 C -1.305 0.844 -1.003  C13 1.540, O17 1.219, C18 1.487
17 O -0.692 1.883 -0.828  C16 1.219
18 C -2.084 0.570 -2.240  C16 1.487, Cl19 1.708, C20 1.368
19 Cl -1.609 1.550 -3.557  C18 1.708
20 C -3.010 -0.433 -2.322  C18 1.368, Cl21 1.702, C22 1.502
21 Cl -3.817 -0.853 -3.760  C20 1.702
22 C -3.311 -1.245 -1.096  C20 1.502, O23 1.230, C24 1.470
23 O -3.796 -2.375 -1.134  C22 1.230
24 C -2.797 -0.711 0.172  C13 1.506, C22 1.470, C25 1.408
25 C -3.287 -1.347 1.329  C24 1.408, N26 1.172
26 N -3.659 -1.949 2.263  C25 1.172
27 H 0.431 -1.386 -1.906  C1 1.106
28 H 1.051 -2.573 -0.711  C1 1.112
29 H -0.731 -2.418 -0.979  C1 1.094
30 H 1.959 -0.083 -1.624  C6 1.091
31 H 3.565 1.754 -1.348  C7 1.089
32 H 2.754 1.841 2.900  C11 1.098
33 H 1.134 -0.025 2.627  C12 1.099

=====

Gap between HOMO and LUMO, record by record: 0.28823 0.22912 Eh
HOMO level, record by record: -8.476 -4.738 eV